[1]
Entry from the OMol25 dataset: a structure of composition C31H47N4O3PS2Tc in a non-equilibrium geometry (ωB97M-V/def2-TZVPD).

Output
Kohn-Sham gap (alpha / beta) ... 0.27348 / 0.26726 Eh
Relative energy (zero: lowest compared OMol25 entry of this formula, charge and spin) ... 53.2 kJ/mol
Molecular weight ... 716.85 g/mol
2S+1 ... 4

Last column: Mulliken spin population.
Cartesian coordinates (Å):
Tc -0.0527 0.0646 0.0546  2.43
C 1.7560 -0.8203 3.9953  -0.01
C 1.0890 -0.0686 2.8803  0.06
N 0.9126 -0.6329 1.7191  -0.05
N 1.3453 -1.9079 1.5610  0.02
C 0.6472 -2.6628 0.7989  -0.01
S -0.9346 -2.1892 0.2130  -0.01
S 1.2572 -4.2209 0.3285  0.00
C 3.0178 -3.7854 0.0180  0.00
C 3.7396 -3.4342 1.2735  0.00
C 4.2763 -2.1665 1.4541  0.00
C 4.8928 -1.8381 2.6483  0.00
C 4.9891 -2.7749 3.6631  0.00
C 4.4870 -4.0518 3.4763  0.00
C 3.8613 -4.3758 2.2887  0.00
C 0.6154 1.2803 3.1184  -0.02
C 1.1354 2.0268 4.1850  0.00
C 0.7281 3.3184 4.4441  0.01
C -0.2497 3.9086 3.6497  0.00
C -0.8277 3.1886 2.6341  0.01
C -0.4264 1.8681 2.3309  0.04
O -1.0268 1.2598 1.3532  0.07
H 1.7923 -1.8782 3.7456  0.00
H 1.2205 -0.6800 4.9323  0.00
H 2.7810 -0.4714 4.1240  0.00
H 3.0197 -2.9732 -0.7129  0.00
H 3.4249 -4.6901 -0.4341  0.00
H 4.2071 -1.4461 0.6507  0.00
H 5.3000 -0.8463 2.7893  0.00
H 5.4525 -2.5097 4.6010  0.00
H 4.5825 -4.7940 4.2557  0.00
H 3.4478 -5.3626 2.1445  0.00
H 1.8932 1.5828 4.8125  0.00
H 1.1594 3.8709 5.2649  0.00
H -0.5658 4.9261 3.8299  0.00
H -1.5986 3.6212 2.0149  0.00
N 1.3506 1.9718 -0.0845  0.00
C 2.6632 1.8119 -0.7175  -0.01
C 2.5448 1.0029 -2.0078  0.02
C 2.4297 -0.5007 -1.6694  0.00
O 3.3554 -1.2459 -1.9446  0.01
O 1.3656 -0.8725 -1.0785  -0.01
H 0.7977 2.6323 -0.6297  0.01
H 1.4591 2.3671 0.8490  0.00
H 3.3284 1.2875 -0.0223  0.00
H 3.1037 2.7981 -0.9231  0.00
H 3.4275 1.1468 -2.6300  0.00
H 1.6537 1.3046 -2.5616  0.00
C -1.7967 3.6322 -1.5470  0.03
C -2.2265 2.8475 -2.7919  0.05
C -3.4594 3.5013 -3.4051  0.00
C -1.0683 2.9128 -3.7867  -0.02
P -2.4158 0.9848 -2.2747  -0.03
N -1.1830 0.6469 -1.3838  0.34
C -4.0523 0.7619 -1.2771  0.04
C -4.0902 1.8852 -0.2404  0.01
C -3.9500 -0.5389 -0.4855  0.01
C -5.3184 0.7620 -2.1289  0.00
C -2.3670 -0.1523 -3.8359  0.02
C -0.9089 -0.2853 -4.2759  0.01
C -3.2494 0.3207 -4.9829  0.00
C -2.8131 -1.5508 -3.4108  0.00
H -1.2401 4.5234 -1.8377  0.00
H -1.1632 3.0099 -0.9164  0.00
H -2.6403 3.9642 -0.9525  0.00
H -3.1996 4.5163 -3.7073  0.00
H -4.2710 3.5723 -2.6881  0.00
H -3.8141 2.9704 -4.2829  0.00
H -0.7580 3.9467 -3.9343  0.00
H -1.3506 2.5264 -4.7605  0.00
H -0.2189 2.3498 -3.4060  0.01
H -3.1206 1.9438 0.2529  0.00
H -4.8336 1.6611 0.5248  0.00
H -4.3543 2.8456 -0.6744  0.00
H -3.0615 -0.5202 0.1432  -0.02
H -3.8990 -1.4181 -1.1135  0.00
H -4.8259 -0.6385 0.1539  0.00
H -5.3468 1.5974 -2.8228  0.00
H -6.1887 0.8410 -1.4759  0.00
H -5.4085 -0.1646 -2.6903  0.00
H -0.5269 0.6068 -4.7574  0.00
H -0.8194 -1.1038 -4.9897  0.00
H -0.2864 -0.5209 -3.4110  -0.01
H -2.9042 1.2540 -5.4160  0.00
H -4.2741 0.4442 -4.6488  0.00
H -3.2414 -0.4271 -5.7757  0.00
H -2.2290 -1.8814 -2.5523  0.00
H -2.6320 -2.2485 -4.2305  0.00
H -3.8751 -1.5868 -3.1806  0.00

[2]
Entry from the OMol25 dataset: a structure of composition C31H47NO3P2SSm in a non-equilibrium geometry (ωB97M-V/def2-TZVPD).

Output
Kohn-Sham gap (alpha / beta) ... 0.20118 / 0.21894 Eh
Relative energy (zero: lowest compared OMol25 entry of this formula, charge and spin) ... 461.8 kJ/mol
Molecular weight ... 726.10 g/mol
2S+1 ... 6
Charge ... +1

Last column: Mulliken spin population.
Cartesian coordinates (Å):
Sm -0.5098 1.4378 2.2239  5.12
C 1.0467 1.1278 3.9806  -0.03
C 1.7829 1.4931 2.8051  0.01
C 0.3896 3.2755 3.3822  -0.03
C 0.1823 2.2130 4.3268  -0.02
C 1.3962 2.8262 2.4528  -0.02
C 1.3156 -0.0796 4.8171  0.00
H 2.3399 -0.4668 4.6431  0.00
H 0.5860 -0.8612 4.5704  0.00
H 1.1850 0.1705 5.8896  0.00
C -0.7220 2.1891 5.4974  0.00
H -1.6928 1.7405 5.2226  0.00
H -0.8350 3.2355 5.8765  0.00
H -0.2493 1.5417 6.2795  0.00
C -0.4874 4.4754 3.2580  0.00
H -0.8215 4.7882 4.2567  0.00
H -1.3890 4.2701 2.6470  0.00
H 0.0710 5.3019 2.8055  0.00
C 1.9316 3.5552 1.2739  -0.01
H 2.7677 4.2073 1.5617  0.00
H 1.1605 4.1798 0.8149  0.00
H 2.3176 2.8469 0.5309  0.00
C 2.8414 0.6683 2.1346  0.00
H 3.8200 1.1859 2.1991  0.00
H 2.6094 0.5055 1.0706  0.00
H 2.9312 -0.3054 2.6268  0.00
C 0.4810 -2.9929 -0.0421  0.00
C 1.5820 -2.8858 0.7124  0.00
C 3.0078 -2.6672 0.3216  0.00
C 3.2726 -2.3126 -1.1531  0.00
C 3.0121 -0.9119 -1.5913  0.00
C 1.8051 -0.3712 -1.8654  0.00
C 0.4756 -0.7582 -1.3000  0.00
C 0.2350 -2.2954 -1.3474  0.00
H 3.5812 -3.5999 0.5014  0.00
H 2.6993 -3.0244 -1.7726  0.00
H 3.4478 -1.9356 1.0252  0.00
H 0.8815 -2.7484 -2.1252  0.00
H -0.4215 -3.4861 0.3333  0.00
H 1.4639 -2.9191 1.7889  0.00
H -0.8117 -2.4962 -1.6472  0.00
H 0.3638 -0.3781 -0.2592  0.00
H 1.7534 0.5090 -2.5262  0.00
H -0.3306 -0.2663 -1.8624  0.00
H 4.3298 -2.5292 -1.3795  0.00
H 3.9181 -0.3232 -1.7851  0.00
P -0.1690 -0.2084 -4.4962  0.00
P -0.3611 2.7166 -5.1411  0.00
C -0.5459 0.1674 -6.3118  0.00
C -1.0333 1.6097 -6.4724  0.00
H -1.3314 -0.5383 -6.6301  0.00
H 0.3585 -0.0343 -6.9191  0.00
H -0.7317 2.0222 -7.4491  0.00
H -2.1333 1.6718 -6.4065  0.00
C -0.9732 4.2391 -6.0014  0.00
H -0.5486 5.1269 -5.5212  0.00
H -2.0688 4.2555 -5.9258  0.00
H -0.6846 4.2120 -7.0653  0.00
C 1.3832 2.7676 -5.7652  0.00
H 1.4027 2.7784 -6.8640  0.00
H 1.9559 1.9112 -5.3926  0.00
H 1.8426 3.6914 -5.3896  0.00
C -1.6971 -1.1971 -4.2338  0.00
H -1.8419 -1.4209 -3.1717  0.00
H -1.6432 -2.1251 -4.8157  0.00
H -2.5448 -0.5965 -4.5850  0.00
C 1.1540 -1.4760 -4.7564  0.00
H 1.3823 -1.5741 -5.8190  0.00
H 0.8362 -2.4458 -4.3269  0.00
H 2.0331 -1.1179 -4.2055  0.00
O -2.8127 -0.5087 6.3041  0.00
S -2.0583 -1.3477 5.4221  0.00
O -0.8918 -2.0277 5.9292  0.00
N -1.6791 -0.4961 4.0046  0.00
C -2.2440 -0.9992 2.8954  0.00
O -1.9392 -0.4294 1.7668  -0.01
C -3.1195 -2.1519 3.1859  0.00
C -3.8799 -2.9466 2.2998  0.00
C -4.6192 -4.0216 2.8151  0.00
C -4.5849 -4.3281 4.1847  0.00
C -3.8166 -3.5414 5.0644  0.00
C -3.1030 -2.4572 4.5381  0.00
H -3.8610 -2.7136 1.2332  0.00
H -5.2222 -4.6474 2.1459  0.00
H -5.1553 -5.1825 4.5706  0.00
H -3.7678 -3.7660 6.1323  0.00

[3]
Entry from the OMol25 dataset: a structure of composition C31H48BClN2NaO2P2 in a non-equilibrium geometry (ωB97M-V/def2-TZVPD).

Output
Kohn-Sham gap ... 0.19211 Eh
Molecular weight ... 611.94 g/mol
Charge ... -1

Last column: Mulliken charge in e.
Cartesian coordinates (Å):
Na 0.2304 -0.1415 -0.9296  0.98
C -5.0791 -0.5297 -1.3536  -1.98
C -4.4699 -1.1005 -0.0658  1.90
C -4.2329 -2.6057 -0.3075  -1.87
C -5.4652 -0.9755 1.0912  -1.68
P -2.7209 -0.4209 0.1555  -0.02
C -2.4360 -1.0016 1.9112  -1.87
N -1.0204 -1.1113 2.2145  0.46
B 0.0724 -1.0026 1.2390  -0.15
N 1.2416 -1.1791 2.1226  0.52
C 2.6411 -1.2368 1.7196  -1.71
P 2.9023 -0.4164 0.0529  0.75
C 4.1161 -1.6320 -0.7112  1.52
C 3.2453 -2.8569 -1.0491  -1.74
C 4.6298 -1.0462 -2.0358  -1.80
C 5.2994 -2.0943 0.1431  -1.65
C 3.7865 1.1538 0.5920  2.01
C 3.9146 2.1030 -0.6114  -1.71
C 5.1456 0.9974 1.2730  -1.90
C 2.7997 1.8051 1.5835  -2.03
C 0.8594 -1.4069 3.4453  0.50
C 1.5997 -1.6533 4.5909  -0.48
C 0.9197 -1.8313 5.8062  -0.79
C -0.4665 -1.7713 5.8619  -0.76
C -1.2201 -1.5329 4.7024  -0.54
C -0.5526 -1.3566 3.5029  0.17
C -2.8174 1.4716 0.4138  2.30
C -2.7839 2.1376 -0.9748  -1.95
C -1.5729 1.9459 1.1871  -1.54
C -4.0372 1.9837 1.1837  -1.92
H -5.9511 -1.1292 -1.6486  0.51
H -4.3640 -0.5535 -2.1823  0.38
H -5.4171 0.5013 -1.2302  0.28
H -5.1763 -3.0780 -0.6121  0.55
H -3.8827 -3.1192 0.5944  0.35
H -3.4956 -2.7769 -1.0959  0.35
H -6.3193 -1.6414 0.9019  0.53
H -5.8596 0.0323 1.2009  0.28
H -5.0299 -1.2761 2.0486  0.23
H -2.9370 -1.9643 2.0376  0.79
H -2.9253 -0.3114 2.6056  0.55
H 2.9838 -2.2731 1.6687  0.64
H 3.2631 -0.7532 2.4758  0.42
H 2.4003 -2.5827 -1.6857  0.26
H 2.8393 -3.3437 -0.1562  0.29
H 3.8535 -3.5935 -1.5893  0.55
H 3.8295 -0.5547 -2.6008  0.23
H 5.0460 -1.8494 -2.6578  0.49
H 5.4243 -0.3154 -1.8686  0.32
H 4.9975 -2.3953 1.1503  0.21
H 6.0594 -1.3186 0.2376  0.28
H 5.7749 -2.9661 -0.3285  0.53
H 4.6308 1.7348 -1.3501  0.26
H 4.2793 3.0782 -0.2578  0.49
H 2.9552 2.2614 -1.1161  0.30
H 5.9338 0.8029 0.5409  0.29
H 5.1654 0.1959 2.0173  0.30
H 5.4039 1.9330 1.7896  0.47
H 1.7814 1.8398 1.1825  0.33
H 3.1179 2.8381 1.7738  0.60
H 2.7608 1.2789 2.5431  0.31
H 2.6816 -1.7106 4.5529  0.40
H 1.4853 -2.0221 6.7102  0.36
H -0.9734 -1.9150 6.8090  0.36
H -2.3031 -1.4946 4.7437  0.44
H -1.8947 1.8545 -1.5463  0.30
H -2.7594 3.2301 -0.8622  0.47
H -3.6572 1.8818 -1.5799  0.32
H -0.6362 1.6804 0.6935  -0.09
H -1.5291 1.5295 2.1985  0.29
H -1.6119 3.0400 1.2669  0.63
H -4.9602 1.8750 0.6145  0.34
H -3.9051 3.0544 1.3903  0.50
H -4.1624 1.4803 2.1473  0.33
Cl -3.1960 1.3074 -7.5708  -0.26
C -2.0354 1.5044 -6.2691  0.49
C -1.7261 2.7783 -5.8241  -0.69
C -0.8027 2.9260 -4.7953  -0.30
C -0.2050 1.8201 -4.2014  -0.06
C -0.5358 0.5515 -4.6673  0.09
C -1.4476 0.3840 -5.7054  -0.86
C 0.7733 2.0302 -3.0422  0.19
O 1.1948 3.1829 -2.8810  -0.75
O 1.0413 0.9969 -2.3432  -0.61
H -2.2035 3.6375 -6.2798  0.40
H -0.5252 3.9080 -4.4304  0.45
H -0.0719 -0.3067 -4.1982  0.42
H -1.7059 -0.5999 -6.0719  0.40

Question: Which value of molecular weight does entry 2 give?
Answer: 726.10 g/mol

Question: The highest molecular weight belongs to which entry?
Answer: C31H47NO3P2SSm

Question: Look up the molecular weight of the second one.
Answer: 726.10 g/mol